{
  "formula": "C5H17AgMnN8O7",
  "method": "ωB97M-V/def2-TZVPD",
  "symbols": ["Mn", "Ag", "O", "C", "O", "O", "H", "C", "O", "N", "N", "H", "H", "H", "H", "C", "O", "N", "N", "H", "H", "H", "H", "C", "O", "N", "N", "H", "H", "H", "H", "C", "O", "N", "N", "H", "H", "H", "H"],
  "xyz": [[-3.408, -1.958, -4.208], [0.104, -4.500, -1.949], [-0.710, -0.015, -1.753], [-1.012, -1.247, -2.160], [-2.084, -1.334, -2.897], [-0.310, -2.179, -1.785], [-1.350, 0.550, -2.243], [-2.673, 1.272, 2.630], [-3.539, 1.996, 3.210], [-2.751, 0.915, 1.330], [-1.618, 0.844, 3.342], [-3.566, 1.249, 0.841], [-1.884, 0.732, 0.851], [-1.580, 1.132, 4.316], [-0.927, 0.241, 2.865], [1.365, -1.701, 2.801], [0.615, -0.750, 3.093], [2.312, -2.114, 3.679], [1.392, -2.337, 1.599], [2.422, -1.660, 4.569], [2.611, -3.073, 3.602], [2.099, -3.027, 1.410], [0.881, -2.022, 0.796], [-2.162, 2.808, -2.644], [-2.751, 1.985, -3.357], [-0.820, 3.049, -2.649], [-2.889, 3.507, -1.706], [-0.492, 3.691, -1.952], [-0.341, 2.719, -3.469], [-3.840, 3.182, -1.706], [-2.521, 4.260, -1.157], [3.668, -1.209, -0.935], [3.637, -2.199, -1.657], [2.709, -0.226, -1.032], [4.694, -0.964, -0.082], [1.825, -0.573, -1.364], [2.654, 0.618, -0.491], [4.788, -0.041, 0.302], [5.452, -1.620, -0.040]],
  "mulliken_charge": [1.709, 0.900, -0.224, 0.413, -0.676, -0.318, 0.137, 0.650, -0.282, -0.293, -0.068, 0.258, 0.218, 0.296, 0.313, 0.592, -0.746, -0.442, -0.263, 0.240, 0.196, 0.214, 0.109, 0.729, -0.680, -0.394, -0.450, 0.191, 0.258, 0.235, 0.197, 0.644, -0.643, -0.327, -0.384, 0.058, 0.203, 0.185, 0.245],
  "orbital_gap_ev": [3.4, 3.4],
  "total_energy_ha": -2462.42926,
  "molar_mass_g_mol": 464.05,
  "multiplicity": 7,
  "s2": 12.0330,
  "total_charge": 3,
  "e_lumo_ev": [-12.8976, -12.9643]
}